No. 1
17
Properties=species:S:1:pos:R:3 method="wB97M-V/def2-TZVPD" smiles=C1C[C@H]2OO[C@@H]1[C@@H]1O[C@@H]12 charge=0 homo_lumo_gap_ev=10.221 e_above_lowest_kcal_mol=180.1
O 1.433 0.998 -1.059
O 0.894 -1.223 -0.015
O 0.729 -0.488 1.380
C -0.142 -0.933 -0.967
C 0.174 0.478 -1.390
C -1.526 0.179 1.050
C 0.162 1.491 -0.334
C -1.368 -0.954 0.081
C -0.076 0.667 1.044
H 0.054 1.276 1.849
H -2.263 0.841 1.111
H -1.321 -1.917 0.410
H -0.392 -1.844 -1.639
H -2.392 -1.079 -0.440
H -0.003 2.558 -0.510
H -0.196 0.553 -2.308
H -1.279 -0.262 2.185

No. 2
18
Properties=species:S:1:pos:R:3 method="wB97M-V/def2-TZVPD" charge=0 homo_lumo_gap_ev=9.248 e_above_lowest_kcal_mol=138.3
S 1.059 0.740 -0.160
O 4.006 0.295 0.888
O 1.895 0.488 -1.316
O 1.760 1.877 0.747
C -0.031 -0.596 0.653
C -1.011 0.153 0.161
C 3.966 -0.672 0.180
C -2.495 -0.239 0.181
C 3.898 -1.628 -0.688
C -0.599 1.357 -0.605
H -0.781 2.222 0.032
H 3.643 -1.276 -1.723
H -2.930 0.567 0.771
H -2.934 -0.092 -0.790
H 2.734 1.697 1.035
H 3.826 -2.600 -0.301
H -2.456 -1.106 0.658
H -0.998 1.495 -1.593

No. 3
18
Properties=species:S:1:pos:R:3 method="wB97M-V/def2-TZVPD" smiles=O[Si](O)(O)c1ccccc1 charge=0 homo_lumo_gap_ev=9.457 e_above_lowest_kcal_mol=23.3
Si 0.798 0.211 1.652
O 1.967 1.397 1.270
O 1.303 -1.271 2.056
O -0.327 0.808 2.647
C -2.062 0.016 -1.106
C 0.746 -0.414 -1.061
C -1.350 -0.014 0.102
C -1.340 -0.197 -2.257
C 0.021 -0.547 -2.300
C 0.015 -0.218 0.134
H -1.845 0.337 1.006
H 2.778 1.825 1.658
H 1.881 -1.761 1.490
H 0.557 -0.785 -3.168
H 1.833 -0.321 -1.165
H -3.149 0.159 -1.160
H 0.000 0.878 3.517
H -1.826 -0.102 -3.314

No. 4
18
Properties=species:S:1:pos:R:3 method="wB97M-V/def2-TZVPD" smiles="O=C(O)C1=C(CO)COC1" charge=0 homo_lumo_gap_ev=10.077 e_above_lowest_kcal_mol=40.6
O 2.055 1.641 -0.982
O 1.584 -1.593 -0.630
O -2.164 1.062 0.053
O 2.451 0.522 0.955
C 0.115 0.705 0.052
C -0.941 1.778 -0.009
C -1.945 -0.330 -0.108
C 1.572 0.947 -0.121
C 0.253 -1.799 -0.211
C -0.457 -0.503 0.023
H -0.877 2.363 -0.943
H -0.876 2.478 0.839
H 1.921 0.192 1.692
H -0.274 -2.348 -1.007
H 0.216 -2.407 0.706
H -2.307 -0.674 -1.093
H -2.495 -0.888 0.667
H 2.168 -1.146 0.118

No. 5
20
Properties=species:S:1:pos:R:3 method="wB97M-V/def2-TZVPD" charge=-1 homo_lumo_gap_ev=8.285 e_above_lowest_kcal_mol=38.8
P 1.165 0.243 -0.399
O -2.456 -0.506 1.204
O 0.126 0.992 -1.132
O 2.101 -0.750 -1.060
O 2.145 1.335 0.384
O 1.362 -1.759 1.348
C -3.657 -0.682 0.701
C 1.539 2.442 0.937
C -1.571 -1.192 0.412
C -2.226 -1.797 -0.624
C -3.597 -1.532 -0.414
C 0.616 -0.647 1.115
H 1.738 3.347 0.456
H 0.416 2.354 0.877
H -4.548 -0.394 1.346
H -1.819 -2.383 -1.488
H 0.112 -0.122 1.858
H 1.888 -1.866 0.511
H 1.950 2.548 1.934
H -4.402 -1.930 -1.018

No. 6
20
Properties=species:S:1:pos:R:3 method="wB97M-V/def2-TZVPD" spin_multiplicity=2 charge=+1 s2=0.752 homo_lumo_gap_ev="5.997 / 10.401" e_above_lowest_kcal_mol=6.9
Pb -1.213 2.221 2.529
O 0.220 1.835 0.276
O 0.765 0.496 -1.309
O -1.852 -1.242 0.281
O -1.588 0.230 1.938
O -0.119 -1.424 1.641
C 0.981 2.715 -0.614
C 0.158 0.613 -0.189
C 0.017 -2.550 0.764
C -1.069 -0.603 1.160
C -1.284 -2.518 -0.042
C 1.420 1.744 -1.703
H 1.051 1.999 -2.700
H 0.131 -3.447 1.378
H -1.113 -2.548 -1.124
H 1.789 3.131 -0.007
H -1.993 -3.297 0.258
H 0.905 -2.406 0.137
H 0.296 3.498 -0.949
H 2.497 1.554 -1.725

No. 7
21
Properties=species:S:1:pos:R:3 method="wB97M-V/def2-TZVPD" spin_multiplicity=5 charge=+3 s2=6.005 homo_lumo_gap_ev="8.168 / 8.437"
Pm -0.083 -0.032 0.178
S -1.587 -0.727 3.048
O -1.026 -1.240 1.676
O -3.342 1.160 -1.108
O 0.798 3.422 1.227
O 3.305 -1.180 1.140
O -0.706 -3.341 -1.368
C -3.043 -1.753 3.182
C -0.441 -1.548 4.151
C 2.268 -0.797 0.820
C -0.428 -2.266 -1.080
C 0.514 2.346 0.931
C -2.307 0.816 -0.739
H -2.832 -2.812 3.007
H -3.431 -1.597 4.190
H 1.261 0.407 -2.027
H -0.347 -2.615 3.930
H 0.538 -1.070 4.047
H -0.816 -1.388 5.164
H 0.573 0.651 -2.266
H -3.785 -1.413 2.455

No. 8
21
Properties=species:S:1:pos:R:3 method="wB97M-V/def2-TZVPD" spin_multiplicity=2 charge=+2 s2=0.764 homo_lumo_gap_ev="5.486 / 7.186" e_above_lowest_kcal_mol=0.0
Y -1.189 -2.438 -1.384
O 0.550 -1.100 -2.164
O -1.697 -1.149 0.510
O 2.045 -0.636 -0.579
O 1.757 0.795 -2.155
O -2.503 -3.104 0.076
O -3.019 -2.161 2.069
C -0.988 1.144 0.485
C -2.495 -2.208 0.984
C 2.679 0.590 -0.135
C -1.474 0.013 1.323
C 1.912 1.618 -0.976
C 1.477 -0.417 -1.738
H 3.758 0.542 -0.321
H 1.464 2.526 -1.398
H 0.851 1.895 -0.024
H 2.539 0.689 0.946
H -2.429 0.257 1.815
H -0.754 -0.242 2.113
H -1.520 1.288 -0.461
H -0.963 2.098 1.017

No. 9
16
Properties=species:S:1:pos:R:3 method="wB97M-V/def2-TZVPD" smiles="C=C[C@H](O)/C=C/C=S" charge=0 homo_lumo_gap_ev=7.804 e_above_lowest_kcal_mol=72.2
S -3.768 0.130 -0.782
O 1.386 -1.785 -0.765
C 0.971 -0.577 -0.011
C -1.300 -0.176 0.641
C -2.797 -0.197 0.547
C 1.540 1.786 -0.317
C 1.917 0.495 -0.396
C -0.437 -0.200 -0.400
H 0.764 -2.370 -0.375
H 2.999 0.163 -0.432
H -0.928 -0.365 1.693
H -3.365 -0.637 1.466
H -0.707 -0.075 -1.412
H 0.396 1.961 -0.422
H 2.216 2.680 -0.130
H 1.112 -0.834 1.096

No. 10
16
Properties=species:S:1:pos:R:3 method="wB97M-V/def2-TZVPD" smiles="O[C@@H]1C=CS[C@@H]2C[C@@H]12" charge=0 homo_lumo_gap_ev=9.015 e_above_lowest_kcal_mol=69.0
S -2.259 -0.383 -0.203
O 2.252 -0.522 -0.377
C -1.172 -1.780 -0.114
C 0.180 -1.640 0.016
C -1.044 0.834 0.329
C 0.181 0.640 -0.414
C -0.394 2.003 -0.169
C 1.012 -0.388 0.276
H -1.048 0.737 1.426
H 1.119 -0.235 1.387
H -0.206 0.420 -1.386
H 2.731 0.245 -0.152
H -1.613 -2.791 -0.318
H 0.054 2.685 0.629
H 0.852 -2.460 0.100
H -0.644 2.635 -1.031

No. 11
16
Properties=species:S:1:pos:R:3 method="wB97M-V/def2-TZVPD" charge=0 homo_lumo_gap_ev=8.381 e_above_lowest_kcal_mol=80.7
S 2.121 -0.691 -1.091
O -1.157 0.663 -1.364
C 0.602 2.059 -0.051
C 1.228 -0.402 0.516
C -1.297 -1.163 0.150
C 0.041 -1.341 0.516
C 0.621 0.946 0.846
C -1.792 -0.307 -0.887
H -1.996 -2.002 0.423
H 0.289 3.134 0.184
H -0.007 -2.298 1.080
H 0.333 1.065 1.918
H 1.733 -0.720 1.415
H -2.951 -0.486 -1.123
H 1.259 1.952 -0.853
H 0.973 -0.410 -1.681

No. 12
16
Properties=species:S:1:pos:R:3 method="wB97M-V/def2-TZVPD" charge=0 homo_lumo_gap_ev=10.048 e_above_lowest_kcal_mol=54.6
S 2.446 0.292 0.172
O -0.592 -0.321 1.135
C -0.220 -0.288 -0.287
C -1.938 -0.171 0.587
C -1.507 -1.111 -0.559
C -0.665 1.124 -0.687
C -1.855 1.204 -0.085
C 1.169 -0.774 -0.560
H 1.364 -0.781 -1.641
H -1.414 -2.160 -0.229
H -0.133 1.838 -1.297
H -2.735 -0.399 1.302
H 1.901 0.314 1.378
H -2.593 2.000 -0.062
H 1.303 -1.806 -0.207
H -1.999 -1.029 -1.536

No. 13
15
Properties=species:S:1:pos:R:3 method="wB97M-V/def2-TZVPD" charge=0 homo_lumo_gap_ev=8.657 e_above_lowest_kcal_mol=81.4
S -1.789 1.757 0.499
C -0.006 -1.808 0.203
C -0.289 0.243 -1.214
C -1.181 1.212 -1.102
C -1.011 3.183 0.690
C 1.356 0.242 0.585
C 0.411 -0.398 -0.086
H -0.024 -0.129 -2.198
H -0.075 -2.378 -0.722
H 0.693 -2.290 0.880
H -1.357 3.604 1.650
H -0.996 -1.807 0.664
H 1.911 -0.229 1.378
H 1.617 1.260 0.357
H -1.652 1.690 -1.947

No. 14
15
Properties=species:S:1:pos:R:3 method="wB97M-V/def2-TZVPD" smiles="C1=CSC=CCC1" charge=0 homo_lumo_gap_ev=8.783 e_above_lowest_kcal_mol=49.5
S 2.065 -0.743 0.154
C -0.632 0.965 0.406
C -1.351 -0.283 -0.164
C 0.564 1.653 -0.199
C 1.815 1.026 -0.152
C 0.710 -1.899 -0.062
C -0.617 -1.629 -0.149
H 2.657 1.604 -0.670
H 1.226 -2.858 -0.011
H -1.429 -2.433 -0.177
H 0.682 2.742 -0.589
H -1.480 1.718 0.757
H -1.905 -0.085 -1.159
H -0.191 0.664 1.377
H -2.114 -0.443 0.636

No. 15
16
Properties=species:S:1:pos:R:3 method="wB97M-V/def2-TZVPD" smiles="S[C@H]1[C@H]2C=CC[C@]21S" charge=0 homo_lumo_gap_ev=9.739 e_above_lowest_kcal_mol=32.9
S -1.679 0.358 1.500
S 0.492 0.818 -2.239
C 1.340 -0.832 1.248
C 1.111 0.438 0.495
C -0.016 -1.433 -0.583
C 0.214 0.060 -0.653
C 0.693 -1.854 0.692
C -0.358 0.908 0.421
H -0.795 0.637 -2.619
H 1.918 -0.905 2.161
H 0.629 -2.853 1.048
H -0.519 2.000 0.245
H -1.082 -1.599 -0.378
H 0.314 -1.869 -1.513
H 1.917 1.175 0.493
H -1.289 0.882 2.678

No. 16
15
Properties=species:S:1:pos:R:3 method="wB97M-V/def2-TZVPD" smiles="C[Si]1(C2C=C2)C=C1" charge=0 homo_lumo_gap_ev=9.507 e_above_lowest_kcal_mol=85.2
Si 0.634 0.031 -0.111
C 0.920 -1.667 -0.622
C -2.315 -0.175 -0.659
C -1.150 0.719 -0.180
C -2.245 -0.042 0.623
C 0.869 -1.647 0.682
C 1.877 1.497 -0.053
H 0.965 -2.320 1.601
H 2.777 1.227 -0.508
H 0.844 -2.525 -1.406
H 2.014 1.463 1.028
H -2.790 -0.005 1.457
H -2.708 -0.830 -1.463
H -1.177 1.844 -0.099
H 1.484 2.430 -0.290

No. 17
25
Properties=species:S:1:pos:R:3 method="wB97M-V/def2-TZVPD" charge=+1 homo_lumo_gap_ev=7.997
Ag 3.157 1.089 0.174
S -1.262 1.171 1.951
O -1.622 2.429 2.506
O -2.243 0.673 0.764
O -0.594 1.982 -0.901
O -1.416 -1.343 0.127
O -4.137 -1.169 -1.479
O -0.985 0.177 2.943
O 0.158 1.309 1.077
N -2.152 0.150 -1.510
C -0.129 0.802 -0.216
C 1.540 -1.518 0.793
C 1.067 0.380 -1.067
C 2.037 -0.765 -0.461
C -3.228 -0.470 -1.502
C -1.457 -0.004 -0.236
H 0.844 -2.308 0.514
H 2.171 -1.514 -1.245
H 0.729 0.091 -2.064
H -0.955 -1.796 -0.591
H 1.673 1.323 -1.234
H 0.102 2.646 -0.873
H 1.165 -0.888 1.600
H 3.128 -0.394 -0.273
H 2.407 -2.054 1.203

No. 18
16
Properties=species:S:1:pos:R:3 method="wB97M-V/def2-TZVPD" smiles=CB1CC#CCC1 charge=0 homo_lumo_gap_ev=9.063 e_above_lowest_kcal_mol=66.1
C -0.358 2.134 0.507
C 1.450 0.502 1.511
C -0.516 -1.760 -1.166
C 0.774 1.506 1.220
C 1.152 -0.889 1.018
C -0.671 0.811 -0.421
B -0.060 -0.645 -0.063
H -1.558 -1.602 -1.525
H -1.686 0.746 -0.582
H 0.157 -1.650 -2.074
H -1.176 2.266 1.056
H -0.010 1.125 -1.278
H -0.143 2.910 -0.117
H 1.027 -1.445 2.011
H 2.165 -1.242 0.681
H -0.547 -2.768 -0.780

No. 19
16
Properties=species:S:1:pos:R:3 method="wB97M-V/def2-TZVPD" charge=0 homo_lumo_gap_ev=8.693 e_above_lowest_kcal_mol=111.8
C -1.105 -0.541 -1.167
C -0.783 -1.212 0.216
C -0.474 0.288 0.721
C 1.637 -0.147 -0.431
C -1.103 0.871 -0.591
C 1.048 0.408 0.891
B 0.346 -0.964 -0.759
H 1.957 0.704 -1.097
H -1.072 0.489 1.598
H -0.600 1.617 -1.161
H 1.380 -0.302 1.732
H -1.883 -0.915 -1.822
H -2.106 1.402 -0.314
H -1.367 -2.505 1.094
H 2.678 -0.611 -0.263
H 1.446 1.417 1.354

No. 20
16
Properties=species:S:1:pos:R:3 method="wB97M-V/def2-TZVPD" smiles="C[C@H]1C=C(Br)[C@@H]1C" charge=0 homo_lumo_gap_ev=9.973 e_above_lowest_kcal_mol=54.0
Br -0.791 -3.064 -1.148
C -0.327 0.441 0.713
C -1.200 -0.899 0.656
C 2.025 -0.491 -0.435
C -1.217 1.626 0.346
C 0.606 -0.067 -0.550
C -0.625 -1.406 -0.429
H -1.064 2.483 0.942
H -1.105 1.900 -0.673
H 2.167 -1.148 0.443
H 2.381 -1.133 -1.203
H 0.379 0.352 -1.513
H -1.961 -0.957 1.325
H -2.203 1.322 0.505
H 0.337 0.627 1.583
H 2.599 0.415 -0.561

No. 21
25
Properties=species:S:1:pos:R:3 method="wB97M-V/def2-TZVPD" charge=0 homo_lumo_gap_ev=8.305
Br -1.726 -1.739 -0.573
Br -2.800 0.580 4.208
Br -2.769 3.611 2.792
Br -0.213 0.227 -0.159
Br -0.850 2.913 5.235
Br -0.210 -0.027 2.959
Br -1.228 -1.053 -3.858
Br -3.532 0.281 -2.221
Br 0.455 2.933 1.523
O 1.339 -3.038 -0.957
C 0.598 0.991 1.450
C 0.991 -1.508 -2.675
C -1.684 -0.365 -1.997
C 1.475 -1.861 -1.365
C -1.705 2.078 3.621
C 2.215 -0.810 -0.567
H -0.941 0.332 -1.610
H 0.723 -0.456 -2.573
H 2.203 -1.091 0.486
H 1.658 0.748 1.383
H 0.244 -2.257 -2.936
H 1.717 -1.528 -3.488
H 3.263 -0.884 -0.855
H 1.830 0.206 -0.648
H -1.054 1.720 2.823

No. 22
22
Properties=species:S:1:pos:R:3 method="wB97M-V/def2-TZVPD" charge=0 homo_lumo_gap_ev=5.558 e_above_lowest_kcal_mol=131.4
Br 1.814 1.922 0.536
S -2.799 -0.006 -0.372
O -2.434 1.091 -1.267
O 1.576 -1.933 -0.510
O -4.159 -0.209 0.000
N 2.828 -1.674 -0.766
N 4.305 0.218 -0.637
C -1.788 0.266 1.223
C 0.975 -0.853 -0.029
C 3.148 -0.483 -0.396
C 1.921 0.155 0.079
C -1.563 1.696 1.459
C -2.010 -1.487 -1.030
H -1.291 -1.112 -1.791
H -1.920 2.050 2.440
H 5.145 -0.242 -0.807
H -1.487 -1.914 -0.141
H -1.473 -0.579 1.928
H 4.280 1.120 -0.271
H -2.674 -2.291 -1.589
H -1.956 2.243 0.588
H -0.440 2.021 1.352

No. 23
19
Properties=species:S:1:pos:R:3 method="wB97M-V/def2-TZVPD" charge=+1 homo_lumo_gap_ev=9.596 e_above_lowest_kcal_mol=42.5
Cl -2.500 -1.532 -0.107
Cl -1.090 0.795 1.637
N 1.442 0.396 0.029
N 0.410 -1.551 -0.218
C 1.395 -0.928 0.300
C 2.484 -1.406 1.182
C -0.960 0.872 -0.170
C -1.277 -0.500 -0.691
C -1.888 1.934 -0.859
C 0.519 1.192 -0.270
H -2.747 1.948 -0.129
H 0.705 2.254 -0.571
H 2.088 -2.013 2.109
H -1.347 2.933 -0.729
H 0.183 -2.564 -0.176
H -1.311 -0.711 -1.843
H 2.937 -0.557 1.782
H 2.921 -2.126 0.573
H -1.966 1.562 -1.846

No. 24
19
Properties=species:S:1:pos:R:3 method="wB97M-V/def2-TZVPD" smiles="CC[C@]1(I)C=NC=[NH+][C@@H]1Cl" charge=+1 homo_lumo_gap_ev=7.669 e_above_lowest_kcal_mol=0.0
I -2.395 0.519 -0.317
Cl 2.351 -0.811 -0.701
N -0.151 -1.889 -1.043
N -0.526 -2.182 1.223
C 0.570 -0.670 -0.800
C -0.489 -0.905 1.369
C -0.144 0.043 0.355
C 0.278 1.411 0.787
C -0.341 -2.658 -0.023
C 0.497 2.433 -0.339
H 0.211 3.459 0.102
H 1.196 1.258 1.333
H -0.719 -3.711 -0.042
H -1.231 -0.537 2.161
H -0.420 1.822 1.462
H 1.448 2.380 -0.759
H -0.299 2.246 -1.179
H -0.155 -2.262 -1.980
H 0.317 0.053 -1.610

No. 25
27
Properties=species:S:1:pos:R:3 method="wB97M-V/def2-TZVPD" charge=-3 homo_lumo_gap_ev=2.169
Cl -1.920 -2.569 0.528
P 1.481 -2.053 -1.985
O 0.169 3.839 1.375
O -3.329 -0.608 -1.711
O 0.908 -0.610 -1.798
O 0.594 -3.053 -1.204
O 2.451 0.546 -0.376
O -1.280 2.260 1.281
O 1.491 -2.417 -3.488
O 2.925 -2.104 -1.430
N -0.176 2.798 1.892
N -2.288 1.346 -0.603
C 0.709 -0.468 1.182
C -2.674 -0.086 -0.803
C -0.506 -0.059 0.250
C 2.018 0.410 0.985
C -0.940 1.474 0.096
C -1.937 -0.763 0.473
H 1.963 1.451 1.472
H 0.430 -0.535 2.301
H -2.376 -0.337 1.451
H -0.252 -0.383 -0.831
H 0.995 -1.547 0.891
H -2.922 1.566 0.196
H -0.233 1.953 -0.666
H 2.869 -0.142 1.541
H 1.830 0.094 -1.021

No. 26
24
Properties=species:S:1:pos:R:3 method="wB97M-V/def2-TZVPD" charge=+1 homo_lumo_gap_ev=8.720 e_above_lowest_kcal_mol=63.8
Cl -0.067 -1.199 2.038
S -0.881 0.375 -2.488
O -2.779 0.180 0.836
O -2.410 -1.200 -0.742
O -1.754 2.279 0.842
O -0.939 3.023 -1.115
N 0.199 -1.687 -1.044
N -2.371 -0.080 -0.315
N -1.444 2.233 -0.434
C 1.437 0.470 -0.994
C 0.611 -0.476 -1.811
C -1.732 0.943 -1.024
C 1.888 0.207 0.190
C 1.298 -0.088 2.516
C 2.213 -0.173 1.370
H 0.893 0.917 2.595
H 1.253 -0.970 -2.538
H 0.727 -2.526 -1.179
H -0.802 -1.915 -1.278
H 1.979 1.156 -1.586
H 3.052 -0.785 1.494
H 1.645 -0.517 3.463
H 0.159 -1.505 0.033
H -2.175 1.338 1.171